[1]
Formula: C17H25NO4S
Source: the OMol25 dataset
Level of theory: ωB97M-V/def2-TZVPD

Geometry (Å):
C  -3.2199  -0.5819  1.4206
C  -2.6249  0.5312  0.5722
H  -2.7357  1.5038  1.0559
H  -3.0919  0.5505  -0.4179
O  -1.2137  0.3548  0.4173
C  -0.8046  -0.4803  -0.5317
O  -1.5298  -1.0150  -1.3285
C  0.7185  -0.6519  -0.4985
N  1.2804  -0.1454  0.7317
C  1.0509  -0.8149  1.9016
O  0.6385  -1.9461  1.9544
O  1.3930  -0.0308  2.9322
C  1.3090  -0.5267  4.2919
C  1.7923  0.6474  5.1441
H  2.8114  0.9092  4.8725
H  1.7624  0.3796  6.1959
H  1.1578  1.5143  4.9797
C  2.2251  -1.7355  4.4750
H  2.2252  -2.0395  5.5180
H  3.2410  -1.4815  4.1803
H  1.8796  -2.5648  3.8642
C  -0.1394  -0.8769  4.6331
H  -0.2106  -1.1654  5.6780
H  -0.7812  -0.0150  4.4603
H  -0.4791  -1.7029  4.0144
H  1.4047  0.8524  0.8126
H  0.9147  -1.7318  -0.5212
C  1.3865  0.0264  -1.7028
H  2.3505  0.4252  -1.3874
H  0.7773  0.8350  -2.1087
S  1.7819  -1.1070  -3.0678
C  0.1990  -1.1206  -3.9964
C  -0.1340  0.2422  -4.5048
C  -1.2298  0.9323  -4.0005
C  -1.5204  2.2095  -4.4492
C  -0.7164  2.8106  -5.4019
C  0.3797  2.1295  -5.9070
C  0.6707  0.8546  -5.4596
H  1.5311  0.3243  -5.8413
H  1.0092  2.5952  -6.6510
H  -0.9427  3.8075  -5.7506
H  -2.3761  2.7368  -4.0525
H  -1.8584  0.4572  -3.2614
H  -0.5710  -1.5100  -3.3333
H  0.3821  -1.8217  -4.8101
H  -3.1046  -1.5368  0.9137
H  -4.2769  -0.3926  1.5842
H  -2.7117  -0.6343  2.3803

Force components x, y, z for each atom (eV/Å):
C 0.3 0.2 -0.2
C -0.6 0.0 -0.1
H 0.0 -0.1 -0.1
H 0.1 0.1 0.2
O 0.0 0.2 0.2
C 0.4 -0.1 -0.1
O -0.1 -0.1 -0.1
C -0.1 -0.2 0.3
N 0.3 0.1 -0.1
C 0.2 0.3 -0.3
O -0.2 -0.4 0.1
O 0.1 0.2 0.1
C -0.1 -0.2 0.6
C -0.1 -0.2 -0.4
H 0.1 0.0 0.0
H 0.0 0.0 0.1
H -0.1 0.1 0.0
C -0.2 0.1 -0.2
H 0.0 0.0 0.1
H 0.1 0.0 0.0
H 0.0 -0.1 0.0
C 0.2 0.0 -0.2
H 0.0 0.0 0.1
H -0.1 0.1 0.0
H -0.1 0.0 0.0
H 0.0 -0.1 0.1
H -0.1 0.3 -0.1
C 0.0 -0.4 -0.4
H -0.1 0.0 0.0
H 0.1 0.1 0.1
S -0.1 0.0 0.0
C 0.4 -0.1 0.4
C -0.1 0.1 0.0
C 0.0 -0.1 0.0
C 0.0 0.2 0.0
C -0.1 0.1 0.0
C 0.1 0.0 -0.1
C -0.1 0.0 0.0
H 0.1 0.0 0.0
H 0.0 0.0 -0.1
H 0.0 0.1 0.0
H -0.1 0.0 0.0
H 0.0 -0.1 0.1
H 0.0 0.0 -0.2
H 0.0 0.0 0.0
H 0.0 -0.1 0.0
H -0.1 0.0 0.0
H 0.0 0.0 0.1

Calculated values
Lowest unoccupied orbital energy, Ha: 0.02432
HOMO energy, eV: -8.5
SMILES string: CCOC(=O)[C@@H](CSCc1ccccc1)NC(=O)OC(C)(C)C
HOMO-LUMO gap, eV: 9.2
Energy, eV: -38551.6217

[2]
Formula: C17H26AlF9N4O2P
Source: the OMol25 dataset
Level of theory: ωB97M-V/def2-TZVPD

Geometry (Å):
C  -0.3745  -2.1522  3.5290
C  -1.0334  -2.3749  2.1715
N  -0.0393  -2.8024  1.1824
C  -0.2039  -2.3237  -0.1701
O  -0.1596  -0.9391  -0.2884
C  0.9457  -0.2643  0.3175
C  2.2701  -0.8163  -0.2079
C  2.9270  -1.8197  0.5120
C  4.1370  -2.3388  0.0457
C  4.6529  -1.8176  -1.1438
C  3.9289  -0.8087  -1.7814
N  2.7769  -0.3183  -1.3389
C  0.8295  1.2337  0.0008
C  0.3505  1.5231  -1.4350
C  -1.1490  1.7560  -1.6254
C  -1.8156  0.7501  -2.5253
N  -3.1639  0.3615  -2.1939
O  -1.3038  0.3229  -3.5086
N  0.1213  2.0269  1.0274
P  -1.1909  1.3816  1.9279
C  -2.4470  2.7368  1.7788
C  -0.6107  1.7188  3.6546
C  -1.5154  -2.7237  -0.8763
F  -2.5878  -2.0672  -0.4033
F  -1.3893  -2.4449  -2.1949
C  -1.8284  -4.2313  -0.8316
F  -2.0891  -4.6642  0.4005
F  -2.8836  -4.5042  -1.5815
F  -0.7913  -4.9236  -1.2872
H  -1.1251  -2.1921  4.3150
H  0.3238  -2.9668  3.7149
H  0.1701  -1.2140  3.5711
H  -1.8068  -3.1334  2.3103
H  -1.5314  -1.4738  1.8323
H  0.0515  -3.8080  1.1758
H  0.5780  -2.7947  -0.7750
H  0.9657  -0.4271  1.3948
H  2.4881  -2.1901  1.4259
H  4.6533  -3.1157  0.5892
H  5.5823  -2.1726  -1.5602
H  4.3189  -0.3777  -2.6934
H  1.8549  1.5910  0.0475
H  0.6602  0.7469  -2.1213
H  0.8732  2.4174  -1.7484
H  -1.2723  2.7109  -2.1431
H  -1.7123  1.8402  -0.7029
H  -3.7969  1.0568  -2.5790
H  -3.2736  0.4071  -1.1861
H  -0.1241  2.9273  0.6334
H  -2.1594  3.4168  0.9791
H  -3.4221  2.3235  1.5489
H  -2.4901  3.3141  2.6980
H  -1.0797  1.0367  4.3559
H  0.4623  1.5410  3.6516
H  -0.7708  2.7575  3.9378
F  0.4470  7.2434  -3.2652
Al  1.0482  5.6671  -3.1722
F  2.6908  5.7011  -2.7775
F  0.8287  4.8832  -4.6501
F  0.2044  4.8081  -1.9615

Force components x, y, z for each atom (eV/Å):
C -0.1 -0.3 -0.3
C 0.0 -0.3 0.4
N -0.3 0.4 -0.2
C 0.0 -0.3 0.0
O -0.3 0.1 0.3
C 0.4 0.3 -0.5
C 0.4 -0.3 0.1
C 0.3 0.0 -0.1
C -0.4 0.7 -0.6
C -0.6 0.0 0.5
C 0.2 -0.3 0.2
N 0.0 -0.2 0.2
C 0.0 0.0 0.0
C -0.1 0.2 0.1
C 0.2 -0.1 0.0
C -0.5 0.1 0.6
N 0.0 0.2 0.2
O 0.5 -0.3 -1.0
N -0.5 -0.3 -0.1
P 0.1 -0.2 0.1
C 0.3 0.0 -0.1
C 0.2 0.1 -0.4
C 0.3 0.1 -0.4
F -0.2 0.0 0.2
F -0.1 0.1 0.0
C -0.1 0.4 0.1
F -0.2 -0.1 0.5
F -0.3 -0.1 -0.3
F 0.5 -0.3 -0.2
H 0.0 0.2 0.1
H 0.1 0.0 0.1
H 0.1 0.1 0.0
H -0.1 -0.1 -0.2
H 0.1 0.2 -0.1
H 0.2 0.0 0.0
H 0.2 0.0 0.0
H -0.3 0.0 0.2
H -0.1 0.0 0.1
H 0.0 -0.1 0.1
H 0.1 0.0 -0.1
H -0.1 0.1 -0.1
H 0.2 0.0 -0.1
H 0.1 -0.2 0.0
H 0.0 0.3 -0.1
H -0.1 0.1 0.0
H 0.0 0.0 0.2
H -0.1 -0.2 -0.2
H -0.1 0.1 0.0
H 0.4 0.2 0.0
H -0.1 0.1 -0.1
H -0.2 0.0 0.0
H -0.2 0.0 0.1
H -0.2 0.0 0.2
H 0.1 -0.1 0.1
H 0.0 0.0 0.2
F 0.0 0.0 0.0
Al 0.0 0.0 0.0
F 0.0 0.0 0.1
F 0.0 0.0 0.0
F 0.0 0.0 0.0

Calculated values
Charge: -1
Lowest unoccupied orbital energy, Ha: 0.08031
HOMO energy, eV: -6.2
HOMO-LUMO gap, eV: 8.3
Energy, eV: -68461.1679

[3]
Formula: C17H26Cl8NO5
Source: the OMol25 dataset
Level of theory: ωB97M-V/def2-TZVPD

Geometry (Å):
C  3.7689  -4.3854  0.0836
C  3.6146  -3.0213  0.7580
C  3.5947  -1.8870  -0.2251
O  3.3358  -2.0207  -1.3957
O  3.9176  -0.7070  0.3347
C  3.7085  0.4339  -0.5061
C  2.2694  0.7144  -0.8289
O  1.4662  1.1229  0.3078
C  0.7677  0.1671  0.9303
O  1.2031  -0.6420  1.7002
C  -0.7174  0.1939  0.6566
C  -1.4475  1.3704  0.7778
C  -2.7981  1.3439  0.5444
N  -3.3971  0.1969  0.2107
C  -2.7201  -0.9570  0.0666
C  -1.3683  -0.9918  0.2939
C  -0.6264  -2.3021  0.1620
O  0.2986  -2.2319  -0.8997
C  -0.2981  -2.0719  -2.1732
H  2.8023  -4.8397  -0.1326
H  4.2895  -4.2940  -0.8677
H  4.3335  -5.0772  0.7046
H  2.7024  -3.0065  1.3561
H  4.4383  -2.8661  1.4552
H  4.1654  1.2758  0.0097
H  4.2672  0.2908  -1.4319
H  1.8129  -0.1057  -1.3808
H  2.2605  1.5665  -1.5080
H  -0.9562  2.2975  1.0671
H  -3.4097  2.2284  0.6476
H  -4.3976  0.1834  0.0603
H  -3.2609  -1.8488  -0.2127
H  -0.0333  -2.4744  1.0544
H  -1.3169  -3.1378  0.0085
H  -1.2113  -2.6732  -2.2300
H  -0.5562  -1.0308  -2.3983
H  0.3981  -2.4219  -2.9305
C  0.9867  -5.5929  -2.7404
Cl  -0.7616  -5.7459  -2.4652
Cl  1.4116  -5.8744  -4.4270
H  1.2940  -4.5901  -2.4647
H  1.4927  -6.3259  -2.1240
C  0.1324  3.3780  -3.6123
Cl  -0.4470  2.6002  -2.1231
Cl  1.8530  3.7465  -3.5232
H  -0.0381  2.7007  -4.4401
H  -0.4179  4.3003  -3.7513
C  -1.7862  4.9900  3.7366
Cl  -1.7207  3.6483  2.5632
Cl  -0.1964  5.6947  4.0005
H  -2.4509  5.7487  3.3444
H  -2.1584  4.5989  4.6697
C  -5.7102  5.7819  3.8861
Cl  -5.5152  5.0239  2.2960
Cl  -4.6999  5.0065  5.1129
H  -5.4209  6.8226  3.8063
H  -6.7469  5.6962  4.1868

Force components x, y, z for each atom (eV/Å):
C -0.1 0.0 -0.3
C 0.4 -0.4 0.2
C 0.0 -0.4 -0.1
O -0.1 0.3 0.0
O -0.4 0.1 0.0
C 0.6 -0.1 0.2
C 0.3 0.3 -0.7
O -0.3 -0.1 -0.1
C 0.3 -0.5 0.5
O 0.0 0.3 -0.3
C -0.2 0.2 -0.2
C 0.6 -0.2 -0.2
C -0.1 0.4 0.2
N -0.1 -0.3 -0.2
C 0.2 0.1 0.1
C 0.0 -0.3 0.3
C 0.3 0.1 -0.4
O 0.2 0.1 0.1
C -0.4 -0.1 -0.1
H 0.0 0.0 0.0
H 0.1 0.0 0.0
H -0.1 0.0 0.1
H 0.0 0.3 0.0
H 0.0 0.2 0.0
H -0.1 0.0 0.2
H -0.2 0.0 -0.2
H -0.1 -0.2 0.4
H -0.1 0.1 0.1
H -0.1 -0.5 -0.4
H -0.1 -0.1 0.0
H 0.0 0.1 0.0
H -0.2 0.1 0.0
H -0.1 -0.1 0.1
H -0.1 0.1 0.0
H 0.0 -0.1 -0.2
H 0.1 0.1 0.1
H 0.1 0.0 0.1
C 0.1 0.0 0.0
Cl 0.0 0.1 0.1
Cl 0.0 0.0 0.0
H 0.0 0.0 0.0
H 0.0 -0.1 0.0
C 0.1 0.1 -0.1
Cl -0.1 0.0 0.0
Cl 0.0 0.0 0.0
H 0.0 -0.1 0.0
H 0.0 0.0 0.1
C 0.3 0.2 0.0
Cl -0.2 0.5 0.6
Cl 0.0 0.0 0.0
H 0.0 0.0 -0.1
H 0.1 -0.1 0.0
C 0.0 0.1 0.0
Cl 0.0 0.0 0.0
Cl -0.3 0.0 0.1
H 0.1 0.0 0.0
H 0.0 -0.1 0.0

Calculated values
Charge: +1
Lowest unoccupied orbital energy, Ha: -0.16412
HOMO energy, eV: -12.5
HOMO-LUMO gap, eV: 8.0
Energy, eV: -129951.0389

[4]
Formula: C17H26ClFN4
Source: the OMol25 dataset
Level of theory: ωB97M-V/def2-TZVPD

Geometry (Å):
C  -1.6222  2.4258  -2.8534
N  -2.1191  1.0890  -2.6936
C  -1.2606  -0.0068  -2.6380
C  0.1325  -0.0127  -2.3411
N  -2.1176  -1.1033  -2.6935
C  -1.6154  -2.4386  -2.8492
C  -3.4495  -0.7124  -2.5645
C  -3.4507  0.6958  -2.5643
C  -4.6450  1.4177  -2.4852
C  -5.8374  0.6958  -2.4033
C  -5.8362  -0.7162  -2.4014
C  -4.6425  -1.4363  -2.4845
H  -2.4542  3.1391  -2.7496
H  -0.8532  2.6048  -2.0948
H  -1.1575  2.5674  -3.8405
H  0.6421  -0.9632  -2.3335
H  0.6510  0.9360  -2.3281
H  -2.4440  -3.1555  -2.7435
H  -1.1493  -2.5804  -3.8356
H  -0.8453  -2.6102  -2.0901
H  -4.6117  2.5121  -2.5036
H  -6.8003  1.2179  -2.3549
H  -6.7978  -1.2399  -2.3490
H  -4.6070  -2.5303  -2.5034
Cl  4.2661  1.4681  5.3185
C  3.6526  -0.0643  4.6518
N  3.0511  0.0617  3.2877
C  1.8231  0.9329  3.2763
C  1.1991  0.9274  1.9118
N  1.9975  -0.0230  1.0800
F  1.3230  -0.0673  -0.2607
C  1.9880  -1.4101  1.6307
C  2.6287  -1.3267  2.9824
C  3.3990  0.4713  0.8793
C  4.0473  0.4778  2.2351
H  4.4868  -0.7693  4.6046
H  2.8866  -0.4446  5.3331
H  1.1269  0.4854  3.9959
H  2.1139  1.9364  3.6025
H  0.1602  0.5555  1.9187
H  1.2383  1.9104  1.4129
H  0.9404  -1.7534  1.6939
H  2.5676  -2.0563  0.9475
H  3.5382  -1.9341  3.0356
H  1.9299  -1.6097  3.7762
H  3.8958  -0.2246  0.1809
H  3.3407  1.4747  0.4260
H  4.4438  1.4594  2.5138
H  4.8461  -0.2733  2.2641

Force components x, y, z for each atom (eV/Å):
C 0.0 0.6 0.0
N 0.9 -0.5 0.2
C -1.1 0.0 0.9
C -1.7 0.1 -0.4
N 0.9 0.5 0.2
C 0.0 -0.6 0.0
C -0.2 0.6 -0.2
C -0.2 -0.6 -0.2
C 0.3 0.1 -0.1
C 0.1 -0.2 0.0
C 0.1 0.2 0.0
C 0.3 -0.1 -0.1
H 0.5 -0.3 0.1
H -0.2 0.3 0.0
H -0.2 -0.1 0.2
H 0.2 0.2 -0.4
H 0.1 -0.3 -0.4
H 0.5 0.3 0.1
H -0.2 0.1 0.2
H -0.2 -0.3 0.0
H -0.3 -0.5 0.0
H 0.5 -0.2 0.0
H 0.5 0.2 0.0
H -0.3 0.4 0.0
Cl -0.3 -0.5 -0.5
C 0.7 0.8 1.1
N 0.0 0.0 0.0
C 0.2 0.3 1.4
C -0.3 -0.2 -1.5
N 0.8 0.1 0.8
F -1.2 0.0 -1.2
C -0.6 0.2 -1.2
C 0.2 -0.8 1.0
C -1.0 -0.1 -1.1
C 1.0 0.1 1.0
H -0.2 0.1 -0.1
H 0.1 0.1 -0.2
H 0.3 0.3 0.1
H -0.1 -0.3 0.0
H 0.5 0.2 0.0
H -0.1 -0.5 0.2
H 0.5 0.2 -0.2
H -0.5 0.4 0.2
H -0.3 -0.1 0.1
H 0.2 -0.2 -0.2
H -0.3 0.4 0.3
H 0.0 -0.5 0.1
H 0.0 -0.3 0.0
H 0.0 0.3 0.2

Calculated values
Charge: +2
Lowest unoccupied orbital energy, Ha: -0.25381
HOMO energy, eV: -11.5
HOMO-LUMO gap, eV: 4.6
Energy, eV: -39231.2845

Look up the energy of the first one.
-38551.6217 eV